C14H12F5N5OS | ωB97M-V/def2-TZVPD

For the calculated total energy, the calculation gives -1787.24192 hartree. The frontier orbital gap is 8.75 eV. Its maximum force is 0.92 eV/Å. The value obtained for the HOMO energy is -8.306 eV. As for the multiplicity: 1. The value obtained for the LUMO energy is 0.44 eV. The structure (SMILES) is O=C(Cn1nc(C(F)F)cc1C(F)F)NNC(=S)Nc1ccc(F)cc1. Its charge is 0.

Cartesian coordinates (Å):
O: -2.41045 -1.24305 -1.53473
C: -1.38694 -1.11546 -0.91496
C: -0.01986 -1.23302 -1.60709
N: 1.12744 -1.11998 -0.75775
N: 1.75495 0.03618 -0.64702
C: 2.75437 -0.15216 0.20102
C: 3.66753 0.96305 0.58576
F: 3.36898 1.40256 1.84030
F: 4.95165 0.53957 0.63760
C: 2.77295 -1.47864 0.65866
C: 1.70747 -2.07623 0.01547
C: 1.20571 -3.47500 0.10379
F: 1.12306 -4.05328 -1.12014
F: -0.05520 -3.50715 0.61557
N: -1.34402 -0.84621 0.41441
N: -2.50454 -0.61931 1.14943
C: -3.47564 0.24903 0.70391
S: -5.03904 -0.00223 1.13695
N: -3.11865 1.31859 -0.04815
C: -1.84882 1.87047 -0.22776
C: -0.93928 1.93435 0.82866
C: 0.31589 2.47814 0.63762
C: 0.64974 2.96138 -0.61470
F: 1.88184 3.47385 -0.81159
C: -0.24554 2.94033 -1.66874
C: -1.49999 2.39698 -1.46997
H: 0.03454 -0.42168 -2.33833
H: -0.01143 -2.18492 -2.14527
H: 3.60149 1.81814 -0.10022
H: 3.46749 -1.91999 1.34186
H: 1.84666 -4.10366 0.73838
H: -0.47822 -0.61766 0.88480
H: -2.90980 -1.45544 1.56398
H: -3.88646 1.75133 -0.54307
H: -1.23160 1.57714 1.80459
H: 1.02601 2.53803 1.44652
H: 0.04342 3.34255 -2.62636
H: -2.21352 2.36635 -2.27910

Atoms 1-6, force components in eV/Å:
O -0.171 -0.087 -0.295
C 0.416 -0.070 0.046
C -0.755 0.022 -0.510
N 0.368 -0.455 0.367
N 0.395 0.808 -0.177
C -0.167 -0.288 -0.016

C5H7N | ωB97M-V/def2-TZVPD

For the calculated total energy, the calculation gives -249.27128 hartree. The frontier orbital gap is 9.92 eV. Its maximum force is 1.41 eV/Å. The value obtained for the HOMO energy is -8.925 eV. As for the multiplicity: 1. The value obtained for the LUMO energy is 1.00 eV. The energy above the lowest of the compared OMol25 structures with the same formula, charge and spin comes out at 126.7 kcal/mol. Its charge is 0.

Cartesian coordinates (Å):
C: 1.33131 -0.78311 0.06678
C: 0.14341 0.15382 -0.16705
C: -0.19440 1.06194 0.96167
N: 0.43166 1.50262 -0.53138
C: -1.00029 -0.52717 -0.80239
C: -1.91980 -1.09078 -1.33727
H: 1.68972 -1.19187 -0.88229
H: 1.03650 -1.62515 0.70514
H: 2.15051 -0.23240 0.54016
H: -1.26719 1.10422 1.17629
H: 0.48387 1.04476 1.81062
H: -0.14581 2.15950 0.28009
H: -2.73949 -1.57638 -1.82036

Atoms 1-6, force components in eV/Å:
C 0.002 0.038 -0.072
C -0.106 -0.269 0.193
C -0.080 -1.188 0.750
N -0.202 0.458 0.755
C -0.285 -0.106 -0.276
C 0.291 0.191 0.171

C5H7NO | ωB97M-V/def2-TZVPD

For the calculated total energy, the calculation gives -324.57232 hartree. The frontier orbital gap is 8.10 eV. Its maximum force is 0.40 eV/Å. The value obtained for the HOMO energy is -9.223 eV. As for the multiplicity: 1. The value obtained for the LUMO energy is -1.13 eV. The energy above the lowest of the compared OMol25 structures with the same formula, charge and spin comes out at 95.5 kcal/mol. Its charge is 0.

Cartesian coordinates (Å):
N: 2.18460 -1.54026 0.67932
C: 1.32716 -0.61858 0.51095
O: 1.43520 0.35388 -0.45415
C: 0.31985 1.24054 -0.34511
C: -0.69114 0.46481 0.51352
C: -1.54881 -0.50003 -0.36102
C: 0.07965 -0.50688 1.32651
H: 2.92884 -1.45185 -0.01870
H: -0.03123 1.47323 -1.35503
H: 0.64317 2.16768 0.14263
H: -1.36053 1.09818 1.10237
H: -0.94271 -0.93518 -1.16162
H: -2.36754 0.06632 -0.81295
H: -1.97652 -1.31187 0.23328

Atoms 1-6, force components in eV/Å:
N -0.181 0.298 -0.130
C 0.152 -0.342 0.131
O 0.049 -0.057 0.031
C -0.127 0.137 0.005
C 0.052 0.088 0.172
C -0.084 -0.190 -0.117

C23H58Cl6N2O17P3V | ωB97M-V/def2-TZVPD

For the calculated total energy, the calculation gives -7028.89544 hartree. The frontier orbital gap is 3.26 eV. Its maximum force is 4.04 eV/Å. The value obtained for the HOMO energy is -7.224 eV. As for the multiplicity: 1. The value obtained for the LUMO energy is -3.97 eV. The energy above the lowest of the compared OMol25 structures with the same formula, charge and spin comes out at 167.2 kcal/mol. Its charge is 0.

Cartesian coordinates (Å):
O: 2.20354 5.72302 3.12701
V: 1.37495 6.18814 1.83904
O: 2.14632 5.74297 0.49449
C: 2.52696 12.99721 0.39726
C: 2.80915 11.57018 0.05302
O: 2.25192 10.76331 1.07674
H: 2.99632 13.60907 -0.37309
H: 3.18223 13.24286 1.23295
H: 1.51278 13.37589 0.52441
H: 3.87914 11.36855 0.00229
H: 2.46593 11.34224 -0.95611
C: -0.10596 11.96090 -9.99314
C: -0.19122 12.90157 -8.82691
O: -0.89064 13.92423 -8.88946
N: 0.41683 12.53829 -7.69713
C: 0.18490 13.28708 -6.43790
H: -0.97760 11.31196 -10.07803
H: 0.60536 11.14241 -9.88281
H: 0.01067 12.52654 -10.91756
H: 1.09160 11.78762 -7.73286
H: -0.16533 12.58804 -5.67843
H: -0.57979 14.06367 -6.45411
H: 1.03901 13.75032 -5.94395
C: 1.42152 13.58238 6.13220
C: 2.32958 12.64108 6.96995
O: 2.59301 12.92898 8.14323
N: 2.72684 11.57901 6.34815
C: 3.63688 10.53635 6.88061
H: 1.17893 13.27338 5.11545
H: 1.99304 14.50960 6.09053
H: 0.50368 13.73322 6.70044
H: 2.41890 11.44018 5.39632
H: 4.61295 10.60967 6.40102
H: 3.21142 9.53404 6.83108
H: 3.94460 10.68099 7.91622
C: 8.87123 17.99214 -2.20629
O: 7.65370 18.47350 -1.64098
P: 6.46062 19.14089 -2.50516
O: 6.18041 18.29204 -3.72843
O: 5.23909 19.25444 -1.43275
C: 3.95765 19.79579 -1.81809
O: 6.90177 20.67799 -2.72793
C: 7.31313 21.44182 -1.61437
H: 8.85188 18.33869 -3.23954
H: 8.79559 16.90477 -2.20433
H: 9.79843 18.33021 -1.74356
H: 3.68280 20.61867 -1.15823
H: 3.11401 19.11754 -1.69027
H: 4.02224 20.09849 -2.86322
H: 7.30443 20.92091 -0.65693
H: 6.64203 22.28789 -1.46647
H: 8.31021 21.79218 -1.88114
C: -4.01943 10.46407 -2.43553
O: -3.55405 9.43459 -3.25152
P: -3.57102 7.87814 -2.80620
O: -2.65660 7.56138 -1.64624
O: -5.13473 7.49259 -2.57610
C: -6.05802 7.67573 -3.70888
O: -3.20186 7.08905 -4.13841
C: -2.03450 7.41766 -4.83262
H: -3.79262 11.34012 -3.04317
H: -3.53661 10.51601 -1.45968
H: -5.08088 10.34411 -2.21872
H: -5.51121 7.73418 -4.65000
H: -6.69565 8.55208 -3.59271
H: -6.69515 6.79142 -3.72184
H: -1.43680 8.18090 -4.33429
H: -2.39664 7.84881 -5.76592
H: -1.42625 6.53524 -5.03125
C: 10.08982 12.84812 9.07769
O: 9.60574 13.58590 7.90372
P: 8.93664 15.07490 8.01050
O: 7.68440 15.25012 8.82477
O: 10.17757 15.91738 8.64586
C: 11.48068 15.91625 8.03373
O: 8.89172 15.51600 6.43796
C: 8.17197 14.81116 5.41156
H: 9.32613 12.18660 9.48669
H: 10.21759 13.62853 9.82785
H: 11.03069 12.31186 8.95406
H: 12.12237 15.15181 8.47190
H: 11.94237 16.88632 8.21788
H: 11.46363 15.68692 6.96826
H: 7.46352 15.50661 4.96151
H: 7.65317 13.94033 5.81233
H: 8.87720 14.49065 4.64474
Cl: -3.72523 17.63094 4.73760
C: -3.08293 18.79670 3.57966
C: -2.77936 17.96543 2.26918
Cl: -4.22264 17.29504 1.57460
H: -2.18041 19.26030 3.97799
H: -3.74517 19.65469 3.46391
H: -2.08955 17.20423 2.63365
H: -2.27364 18.60540 1.54614
Cl: 8.49094 11.33067 -5.03580
C: 7.06490 12.38510 -5.35530
C: 7.07246 12.75723 -6.83271
Cl: 8.42178 13.88785 -7.17920
H: 7.12391 13.17036 -4.60167
H: 6.21946 11.78066 -5.02667
H: 6.14359 13.25526 -7.11068
H: 7.18017 11.80019 -7.34317
Cl: 8.13953 7.14250 2.10909
C: 8.82693 8.73902 1.57689
C: 10.21066 8.93823 2.29411
Cl: 10.14370 8.84860 4.10853
H: 8.05624 9.43473 1.90874
H: 8.82594 8.74591 0.48692
H: 10.66356 9.86381 1.93872
H: 10.79604 8.07917 1.96635

Atoms 1-6, force components in eV/Å:
O -1.210 0.593 -1.902
V 2.684 -0.613 -0.847
O -1.360 0.632 2.511
C 1.512 1.522 -0.068
C -0.802 -2.139 1.190
O 0.109 0.247 -1.016

C29H52O16S2 | ωB97M-V/def2-TZVPD

For the calculated total energy, the calculation gives -3136.44375 hartree. The frontier orbital gap is 9.62 eV. Its maximum force is 1.11 eV/Å. The value obtained for the HOMO energy is -9.480 eV. As for the multiplicity: 1. The value obtained for the LUMO energy is 0.14 eV. The energy above the lowest of the compared OMol25 structures with the same formula, charge and spin comes out at 0.0 kcal/mol. The structure (SMILES) is C[C@H]1COC(=O)O1.C[C@H]1COC(=O)O1.C[C@H]1COC(=O)O1.O=S1(=O)CCCC1.O=S1(=O)CCCC1.CC(C)=O.CC(C)=O.CC(C)=O. Its charge is 0.

Cartesian coordinates (Å):
C: 1.94225 -1.17200 4.43319
C: 2.58357 -2.46936 3.98149
C: 1.95631 -3.76252 4.52386
O: 1.64954 -4.52779 3.35493
C: 1.95155 -3.82314 2.24538
O: 1.77897 -4.18797 1.13024
O: 2.44100 -2.60733 2.57358
H: 1.92730 -1.12363 5.52689
H: 0.90766 -1.07535 4.09974
H: 2.52615 -0.33298 4.06101
H: 3.63494 -2.39553 4.26959
H: 1.06485 -3.61593 5.13511
H: 2.66445 -4.33457 5.12546
C: -1.83462 1.25130 -2.86742
C: -2.40834 1.49164 -4.24406
C: -2.08980 0.40459 -5.28399
O: -3.36191 -0.01115 -5.77222
C: -4.34454 0.70209 -5.18722
O: -5.49105 0.62798 -5.47909
O: -3.84594 1.50152 -4.21732
H: -2.20048 2.00172 -2.16506
H: -0.75370 1.36533 -2.98151
H: -2.08069 0.26280 -2.48557
H: -2.07567 2.46160 -4.61610
H: -1.48509 -0.43499 -4.94438
H: -1.52987 0.85274 -6.11133
C: 1.63206 5.92267 1.53065
C: 2.37247 6.42055 0.31993
C: 2.45868 5.36009 -0.80395
O: 2.04999 6.06629 -1.97527
C: 1.53761 7.27163 -1.64552
O: 1.00062 8.00967 -2.39933
O: 1.70481 7.51808 -0.32757
H: 1.48694 6.71736 2.25890
H: 2.25955 5.14899 1.98244
H: 0.69317 5.44906 1.25436
H: 3.38823 6.74721 0.54754
H: 1.77827 4.52399 -0.65183
H: 3.48139 5.01366 -0.92820
O: -1.11002 -2.39106 -2.57071
S: -2.49279 -2.79135 -2.66601
O: -3.41281 -1.94234 -3.38481
C: -2.68654 -4.49834 -3.22497
C: -3.35404 -5.24278 -2.06968
C: -2.86259 -4.55503 -0.79036
C: -3.10004 -3.08081 -1.00670
H: -1.68069 -4.86910 -3.42729
H: -3.23434 -4.48962 -4.16384
H: -4.44087 -5.18470 -2.15800
H: -3.10106 -6.30259 -2.09279
H: -1.81623 -4.82380 -0.62668
H: -3.37355 -4.95417 0.08971
H: -2.57696 -2.45601 -0.28671
H: -4.15903 -2.82435 -1.05926
O: 6.64959 -1.86001 0.72429
S: 5.71667 -2.54449 -0.13000
O: 5.36058 -3.91022 0.16128
C: 4.20955 -1.59351 -0.35428
C: 4.05320 -1.31138 -1.86121
C: 5.02852 -2.18445 -2.68110
C: 6.26674 -2.43603 -1.83841
H: 4.30583 -0.69956 0.25561
H: 3.39043 -2.21851 -0.00757
H: 3.02995 -1.57634 -2.12531
H: 4.21060 -0.26968 -2.13341
H: 5.31638 -1.67622 -3.60070
H: 4.58956 -3.13697 -2.98331
H: 6.92596 -1.56120 -1.83250
H: 6.89287 -3.30242 -2.03316
C: 0.48804 1.62831 0.09367
C: 0.89079 0.24688 0.55743
C: 0.18177 -0.95486 -0.01046
O: 1.82690 0.10427 1.31000
H: 1.28611 2.08340 -0.49109
H: 0.32523 2.24511 0.98363
H: -0.44644 1.64209 -0.46468
H: -0.02271 -1.63162 0.82264
H: 0.81514 -1.53903 -0.67985
H: -0.72746 -0.65958 -0.52054
C: -0.13485 2.07195 4.88078
C: -0.74381 3.14568 4.01517
C: -2.10044 3.68087 4.40623
O: -0.16201 3.55943 3.04256
H: -0.88877 1.31059 5.10678
H: 0.24992 2.46014 5.82364
H: 0.66114 1.57147 4.33099
H: -2.36858 3.42821 5.43029
H: -2.86515 3.25664 3.75146
H: -2.10225 4.76009 4.26076
C: -4.79353 -0.08942 2.26644
C: -4.04556 -0.10653 0.96022
C: -4.74529 0.42079 -0.26952
O: -2.89818 -0.48135 0.91729
H: -5.87657 -0.07817 2.16288
H: -4.45607 0.77645 2.83742
H: -4.53107 -0.98051 2.84228
H: -5.35452 1.30150 -0.07350
H: -5.38373 -0.37279 -0.66802
H: -3.99352 0.66868 -1.01437

Atoms 1-6, force components in eV/Å:
C -0.192 -0.058 0.274
C -0.311 0.436 0.556
C 0.367 -0.237 0.175
O -0.104 -0.019 0.121
C 0.036 0.522 0.276
O -0.104 -0.184 -0.226

> What is the maximum force in the first record?

0.92 eV/Å